A molecular structure, C27H35Ge2N5O3Y. Source: the OMol25 dataset; level of theory: ωB97M-V with the def2-TZVPD basis set.

Geometry (Å):
Y  -0.267  0.351  0.670
Ge  -0.180  0.044  -2.346
Ge  -1.213  -2.098  -2.965
O  -1.129  -1.529  1.376
O  0.011  -0.036  3.142
O  1.822  0.361  1.378
N  3.514  0.718  2.833
N  -1.709  -3.170  2.815
N  -1.401  6.352  0.435
N  -5.279  4.051  0.419
N  -1.483  2.066  1.328
C  4.534  0.424  -2.521
C  -2.070  3.066  1.105
C  -2.015  5.404  0.653
C  -1.239  -2.298  -4.896
C  -2.516  -3.872  1.809
C  -1.363  4.102  -2.504
C  4.532  0.700  1.776
C  -1.699  -3.751  4.163
C  2.505  -0.748  -3.056
C  3.886  -0.646  -3.123
C  1.199  0.555  3.664
C  -0.299  -1.344  3.614
C  -3.347  2.755  -2.240
C  -3.013  -2.136  -2.199
C  -1.165  1.701  -2.287
C  3.997  0.943  4.202
C  -0.573  2.965  -2.442
C  -2.751  4.205  0.869
C  -1.102  -2.050  2.533
C  1.747  0.224  -2.393
C  -2.563  1.616  -2.170
C  3.801  1.388  -1.841
C  -0.119  -3.449  -2.067
C  -4.154  4.133  0.643
C  -2.745  3.996  -2.410
C  2.251  0.542  2.558
C  2.420  1.285  -1.771
H  3.292  1.540  4.776
H  5.610  0.513  -2.593
H  -0.905  5.073  -2.634
H  -0.872  -1.271  4.540
H  5.262  -0.074  2.008
H  -4.423  2.684  -2.156
H  4.304  2.232  -1.386
H  -1.834  -1.505  -5.346
H  0.495  3.059  -2.587
H  0.905  -3.462  -2.435
H  -3.357  4.887  -2.460
H  -0.100  -3.277  -0.989
H  0.962  1.591  3.919
H  2.011  -1.576  -3.551
H  -3.041  0.650  -2.051
H  -0.230  -2.256  -5.304
H  4.929  1.497  4.141
H  1.529  0.044  4.567
H  -3.391  -3.157  -2.278
H  4.068  0.498  0.817
H  -2.412  -3.385  0.847
H  0.614  -1.919  3.804
H  -0.559  -4.430  -2.253
H  -1.682  -3.260  -5.155
H  -2.465  -3.290  4.786
H  -2.172  -4.902  1.743
H  5.032  1.667  1.752
H  4.457  -1.392  -3.660
H  -3.016  -1.841  -1.148
H  -1.914  -4.812  4.072
H  1.867  2.056  -1.243
H  -0.723  -3.646  4.631
H  4.188  -0.005  4.705
H  -3.560  -3.859  2.120
H  -3.694  -1.489  -2.750

The calculation puts the total energy at -5741.046115 Ha. For the relative energy (zero: lowest compared OMol25 entry of this formula, charge and spin), the calculation gives 0.000 eV. As for the total charge: +2. As for the largest force on an atom: 0.00624 Eh/bohr. As for the LUMO energy (alpha / beta): -5.47 / -7.11 eV. The expectation value of S² is 0.76. The molecular weight comes out at 711.7 u. The multiplicity is 2.

Atomic partial charges in e from the Löwdin method, atoms 1 to 6: 1.563 0.923 0.672 -0.133 -0.210 -0.121



A molecular structure, C27H35GeN4O6S3SeW. Source: the OMol25 dataset; level of theory: ωB97M-V with the def2-TZVPD basis set.

Geometry (Å):
W  -0.425  0.731  -0.334
Se  -3.121  0.874  -1.234
Ge  -3.035  -2.607  -1.752
S  -1.674  -0.769  1.226
S  0.458  0.109  -3.171
S  -2.286  -0.167  4.014
O  0.572  1.012  1.283
O  1.375  -1.011  -3.138
O  4.127  -1.530  -0.728
O  1.254  1.354  -1.214
O  -0.653  -0.145  -1.996
O  -0.312  0.230  -4.400
N  1.534  -0.758  -0.353
N  -1.868  1.752  2.257
N  -1.552  2.105  0.984
N  -0.862  2.667  -1.425
C  1.858  1.308  1.577
C  -4.177  -3.158  -0.263
C  -1.266  3.316  0.790
C  -0.759  2.969  -2.720
C  -1.167  -3.139  -1.565
C  4.135  -2.892  1.277
C  -2.407  1.345  4.991
C  2.166  -2.880  2.661
C  -1.926  0.461  2.451
C  1.556  -2.014  1.762
C  4.134  1.411  0.823
C  2.213  -1.598  0.622
C  2.807  1.115  0.583
C  3.447  -3.332  2.404
C  4.513  1.899  2.069
C  3.525  -2.020  0.386
C  2.226  1.754  2.832
C  -0.616  5.298  -2.291
C  -3.632  -3.560  -3.357
C  5.508  -1.822  -0.920
C  -4.522  0.642  0.080
C  -0.909  3.689  -0.564
C  2.267  0.532  -0.681
C  -0.761  4.997  -0.950
C  -3.546  -0.737  -2.274
C  -0.637  4.263  -3.190
C  3.562  2.057  3.067
H  5.548  2.150  2.262
H  -1.168  -4.231  -1.574
H  5.819  -1.249  -1.787
H  -0.597  -2.793  -2.425
H  0.554  -1.660  1.948
H  -4.628  -0.730  -2.382
H  -4.311  -0.224  0.701
H  -4.708  -3.449  -3.516
H  5.663  -2.883  -1.119
H  1.638  -3.198  3.552
H  3.044  0.384  -1.415
H  -3.887  -2.714  0.689
H  -0.794  5.769  -0.190
H  -4.550  1.545  0.686
H  -1.350  4.027  1.603
H  -3.115  -3.179  -4.242
H  -0.695  -2.805  -0.641
H  -5.210  -2.887  -0.494
H  6.096  -1.520  -0.053
H  -3.412  -4.626  -3.266
H  1.475  1.848  3.608
H  -3.094  -0.535  -3.243
H  4.874  1.247  0.045
H  -5.455  0.525  -0.460
H  3.926  -4.038  3.073
H  3.860  2.417  4.045
H  -1.458  1.874  4.958
H  1.542  -1.248  -1.234
H  5.142  -3.244  1.096
H  -0.577  4.437  -4.256
H  -0.817  2.156  -3.417
H  -0.522  6.322  -2.626
H  -2.630  1.030  6.009
H  -4.128  -4.246  -0.159
H  -3.204  1.976  4.607

The calculation puts the total energy at -7460.095005 Ha. For the relative energy (zero: lowest compared OMol25 entry of this formula, charge and spin), the calculation gives 2.537 eV. As for the total charge: +1. As for the largest force on an atom: 0.06749 Eh/bohr. As for the LUMO energy (alpha / beta): -4.18 / -5.02 eV. The expectation value of S² is 2.01. The molecular weight comes out at 943.2 u. The multiplicity is 3.

Atomic partial charges in e from the Löwdin method, atoms 1 to 6: 1.554 0.988 0.764 0.630 0.758 0.912



A molecular structure, C27H35MnN5O3P2. Source: the OMol25 dataset; level of theory: ωB97M-V with the def2-TZVPD basis set.

Geometry (Å):
Mn  -2.953  2.228  0.271
P  1.920  0.785  -1.546
P  1.952  -0.043  1.815
O  -7.899  1.729  1.536
O  -7.525  -0.451  1.379
O  -5.817  1.002  1.416
N  1.805  -0.057  -3.120
N  1.631  -1.796  1.761
N  3.245  1.856  -2.167
N  2.801  -0.176  3.405
N  -7.197  0.729  1.463
C  0.601  -0.090  -3.833
C  4.291  3.834  -2.558
C  -1.679  0.096  -0.125
C  0.239  -3.551  1.334
C  0.313  -2.178  1.494
C  -4.502  3.481  -0.369
C  3.809  0.682  5.265
C  -3.613  0.404  1.603
C  3.060  -0.455  -0.780
C  0.798  -0.770  -5.034
C  -3.894  -0.016  -1.414
C  -5.260  -1.249  0.409
C  4.490  1.577  -2.738
C  5.146  2.778  -3.009
C  3.138  3.248  -2.043
C  -2.357  -0.337  1.205
C  2.936  0.965  4.220
C  -2.643  0.531  -1.261
C  3.610  -1.176  3.963
C  2.407  -2.952  1.676
C  2.750  -0.736  -3.884
C  2.169  -1.162  -5.076
C  3.427  -0.111  0.689
C  -5.012  -0.219  1.499
C  1.572  -4.050  1.461
C  -4.302  -1.296  -0.775
C  4.245  -0.674  5.100
H  4.940  -1.215  5.729
H  4.117  1.363  6.052
H  3.485  -2.919  1.776
H  -3.413  -1.870  -0.484
H  0.046  -0.970  -5.783
H  2.540  -1.426  -0.828
H  -3.497  0.906  2.575
H  3.877  0.896  0.740
H  -0.666  -4.107  1.143
H  -2.194  1.155  -2.052
H  -0.445  -1.426  1.424
H  2.255  3.678  -1.590
H  2.669  -1.683  -5.879
H  -5.230  -0.720  2.461
H  -4.559  3.460  -1.472
H  -6.272  -1.116  0.020
H  3.752  -0.897  -3.535
H  -5.478  3.293  0.123
H  -0.278  0.362  -3.396
H  4.178  -0.835  1.059
H  -4.008  4.389  0.033
H  -5.263  -2.251  0.880
H  -4.819  -1.882  -1.555
H  -0.932  0.888  0.083
H  6.116  2.874  -3.480
H  -1.043  -0.717  -0.511
H  -4.615  0.440  -2.093
H  4.503  4.895  -2.610
H  4.841  0.568  -2.888
H  3.653  -2.173  3.555
H  4.000  -0.570  -1.350
H  -1.667  -0.135  2.057
H  -2.547  -1.418  1.182
H  1.875  -5.083  1.402
H  2.378  1.861  3.982

The calculation puts the total energy at -3382.705519 Ha. As for the largest force on an atom: 0.08064 Eh/bohr. As for the LUMO energy (alpha / beta): -0.45 / -0.83 eV. The expectation value of S² is 8.78. The molecular weight comes out at 594.5 u. The multiplicity is 6.

Atomic partial charges in e from the Löwdin method, atoms 1 to 6: 0.900 1.110 1.095 0.105 0.060 -0.001